[1]
Below is C15H14ClHgIN3O8S as an isolated structure, with properties calculated with ωB97M-V with the def2-TZVPD basis set.

Geometry as ORCA input:
```
! RIJCOSX wB97M-V def2-TZVPD def2/J DEFGRID3
* xyz -2 2
Hg 1.73974 0.62260 2.26680
O -1.24483 -4.49819 1.49992
C -0.83102 -4.10311 0.32065
O -0.97579 -4.79878 -0.66664
C -0.18495 -2.74920 0.23139
C 0.19465 -2.16546 -0.95438
Cl -0.10883 -2.70000 -2.55331
N 0.71635 -0.90396 -0.70149
N 0.63642 -0.64937 0.65756
C 0.11368 -1.78733 1.23865
C -0.03260 -1.80917 2.69941
O -0.58173 -2.79162 3.26857
O 0.38963 -0.79903 3.36050
C 1.18074 0.08923 -1.54641
C 1.14764 1.42276 -1.09997
C 1.64379 2.44243 -1.89333
C 2.18231 2.17779 -3.14710
C 2.22839 0.85597 -3.58378
C 1.74992 -0.18040 -2.80372
H -1.02469 -3.80979 2.25361
H 0.73624 1.64720 -0.12740
H 1.61487 3.45775 -1.51456
H 2.58390 2.97629 -3.75871
H 2.67401 0.62387 -4.54451
H 1.83336 -1.19728 -3.15312
O 5.71625 -0.56953 2.21725
N 4.54501 -0.20470 2.21053
O 3.95465 0.08697 1.13742
O 3.88750 -0.10542 3.28947
I 1.40995 3.23116 2.62669
O -3.91372 2.29453 2.15725
S -2.53366 1.85980 1.73901
C -2.29863 2.47153 0.03647
C -3.00311 1.46899 -0.86501
C -2.49045 0.11786 -0.36983
C -2.70656 0.13560 1.14164
H -1.22182 2.48690 -0.14931
H -2.69128 3.48733 0.01733
H -2.80465 1.63887 -1.92518
H -4.08218 1.53897 -0.69862
H -1.42367 0.03466 -0.58607
H -2.98933 -0.73196 -0.83862
H -2.00686 -0.49547 1.68697
H -3.72864 -0.11927 1.42399
*
```

The value obtained for the frontier orbital gap (spin up / spin down) is 0.1478 / 0.2851 Eh. Its LUMO energy (spin up / spin down) is 4.31 / 4.31 eV. The energy is -72265.3351 eV. The energy above the lowest of the compared OMol25 structures with the same formula, charge and spin is 0.00 kJ/mol.

***

[2]
Below is one molecule with the formula C15H14ClN3O4 in a non-equilibrium geometry, with properties calculated with ωB97M-V with the def2-TZVPD basis set.

Geometry as ORCA input:
```
! RIJCOSX wB97M-V def2-TZVPD def2/J DEFGRID3
* xyz 0 1
C -0.81731 -5.43194 0.94951
O -1.34100 -4.50767 0.02100
N -1.10992 -3.20516 0.45133
C -1.53697 -2.29825 -0.32434
N -1.36038 -0.98448 0.02808
C -1.73978 0.06752 -0.76844
O -2.31684 -0.08508 -1.82160
C -1.33985 1.39979 -0.22351
C -2.19815 2.47135 0.03769
O -3.53748 2.47529 0.03628
C -4.29460 1.31258 -0.22258
C -1.62156 3.70243 0.40778
C -0.25961 3.80498 0.50539
N 0.56799 2.79043 0.27629
C 0.05026 1.63748 -0.08016
O 0.83855 0.58415 -0.37585
C 2.21250 0.57589 -0.28742
C 2.83229 -0.40681 -1.05771
C 4.20250 -0.56335 -1.01997
C 4.95844 0.26527 -0.20408
Cl 6.67526 0.07827 -0.15259
C 4.34964 1.23786 0.57073
C 2.97486 1.39475 0.53481
H 0.26350 -5.31025 1.05912
H -1.04209 -6.41175 0.53397
H -1.29432 -5.32134 1.92691
H -2.05324 -2.46479 -1.26704
H -0.83621 -0.81617 0.87566
H -4.20558 0.99603 -1.26389
H -3.99508 0.48833 0.43147
H -5.32572 1.59026 -0.00779
H -2.27376 4.53490 0.60849
H 0.22129 4.73090 0.78644
H 2.22130 -1.03965 -1.68189
H 4.68289 -1.32044 -1.61903
H 4.94659 1.87315 1.20572
H 2.50160 2.15553 1.13123
*
```

As for the structure (SMILES): CO/N=C/NC(=O)c1c(OC)ccnc1Oc1ccc(Cl)cc1. The value obtained for the frontier orbital gap is 0.3397 Eh. Its LUMO energy is 0.60 eV. The energy is -40962.9341 eV. The energy above the lowest of the compared OMol25 structures with the same formula, charge and spin is 0.00 kJ/mol.

***

[3]
Below is one molecule with the formula C15H14ClNO, with properties calculated with ωB97M-V with the def2-TZVPD basis set.

Geometry as ORCA input:
```
! RIJCOSX wB97M-V def2-TZVPD def2/J DEFGRID3
* xyz 0 1
O 0.18521 -1.45278 1.11421
C 0.36484 -0.92196 0.04068
N -0.26929 -1.29278 -1.09661
C -1.35754 -2.24153 -1.09216
C -2.70328 -1.55086 -1.36485
C -2.88248 -0.38329 -0.43407
C -2.78703 0.91964 -0.90367
C -2.88533 1.99338 -0.03450
C -3.07311 1.77350 1.31830
C -3.17573 0.47729 1.79484
C -3.08317 -0.59263 0.92459
C 1.32263 0.21582 -0.16448
C 0.84420 1.44822 -0.59578
C 1.69920 2.52666 -0.73398
C 3.04654 2.38120 -0.44620
C 3.54019 1.16146 -0.01942
C 2.67751 0.08540 0.12467
Cl 3.29978 -1.43890 0.63648
H -0.10987 -0.76444 -1.94001
H -1.35763 -2.69326 -0.09804
H -1.17328 -3.01885 -1.84066
H -2.73353 -1.20800 -2.40183
H -3.50244 -2.28048 -1.22206
H -2.63896 1.09805 -1.96115
H -2.80871 3.00229 -0.41470
H -3.14026 2.60943 1.99864
H -3.32350 0.29971 2.84949
H -3.15954 -1.60084 1.30345
H -0.21153 1.55875 -0.79730
H 1.31435 3.47958 -1.06388
H 3.71731 3.22026 -0.55241
H 4.58753 1.03688 0.20529
*
```

As for the structure (SMILES): O=C(NCCc1ccccc1)c1ccccc1Cl. The value obtained for the frontier orbital gap is 0.3643 Eh. Its LUMO energy is 0.75 eV. The energy is -31843.0654 eV. The energy above the lowest of the compared OMol25 structures with the same formula, charge and spin is 0.00 kJ/mol.

***

[4]
Below is an isolated ion of composition C15H14F2NO5S and charge -1 in a non-equilibrium geometry, with properties calculated with ωB97M-V with the def2-TZVPD basis set.

Geometry as ORCA input:
```
! RIJCOSX wB97M-V def2-TZVPD def2/J DEFGRID3
* xyz -1 1
C -2.40879 -1.00702 0.21159
C -2.32068 0.37160 0.81904
O -0.97274 0.57505 1.27760
C -0.84500 1.69559 2.01701
C 0.62930 1.85586 2.51385
C 1.42868 1.55586 1.16107
C 2.40372 0.45883 1.15394
O 1.16660 2.30166 0.23741
O -1.70906 2.50237 2.26938
H -3.32710 -1.08845 -0.38326
H -1.56038 -1.18565 -0.45395
H -2.40616 -1.77089 1.00448
H -2.57165 1.16713 0.09355
H -2.97460 0.46417 1.69493
H 0.85447 2.92150 2.69376
H 1.88736 -0.45391 0.83443
H 3.21304 0.67988 0.45404
H 2.85580 0.29545 2.13390
F 2.23089 2.27731 5.82696
C 1.98702 1.11313 5.15572
F 1.60826 0.15089 6.08953
S 0.48462 1.24844 4.11254
N 0.59453 -0.82082 3.54861
C -0.60080 -1.52309 3.49233
O -1.71567 -1.12554 3.79126
C -0.22250 -2.86175 2.93754
C 1.15760 -2.90488 2.85071
C 1.81826 -3.94038 2.18093
C 1.01696 -4.88886 1.53160
C -0.39289 -4.86202 1.64836
C -1.02134 -3.85873 2.40414
C 1.68302 -1.66191 3.50323
O 2.84681 -1.48113 3.91002
H 2.88522 0.75477 4.64416
H 2.91554 -3.93680 2.14865
H 1.49297 -5.69092 0.93711
H -0.97633 -5.65163 1.16888
H -2.08446 -3.81076 2.60046
*
```

The value obtained for the frontier orbital gap is 0.1965 Eh. Its LUMO energy is 3.02 eV. The energy is -43778.9359 eV. The energy above the lowest of the compared OMol25 structures with the same formula, charge and spin is 134.14 kJ/mol.

***

[5]
Below is one molecule with the formula C15H14F3NO3, with properties calculated with ωB97M-V with the def2-TZVPD basis set.

Geometry as ORCA input:
```
! RIJCOSX wB97M-V def2-TZVPD def2/J DEFGRID3
* xyz 0 1
O 2.34713 1.98955 -1.51202
C 3.04204 1.11929 -1.04378
O 4.29769 0.89925 -1.45345
C 2.58800 0.18032 -0.00420
C 1.54850 0.50688 0.77737
C 0.98459 1.88782 0.85115
O 1.61705 2.80039 1.33281
N -0.32741 2.05411 0.50549
C -1.20527 1.16521 -0.10259
C -0.77820 0.20740 -1.02045
C -1.68516 -0.66899 -1.58723
C -3.02988 -0.60079 -1.26777
C -3.45919 0.37572 -0.37769
C -4.92653 0.47646 -0.07019
F -5.62023 1.01872 -1.08967
F -5.19263 1.22911 1.00668
F -5.48367 -0.72522 0.15883
C -2.56354 1.25855 0.20102
C 1.07829 -0.49992 1.77815
C 0.93997 -1.89861 1.15010
C 2.03442 -2.21263 0.11690
C 3.17602 -1.18721 0.14518
H 4.54602 1.55781 -2.12063
H -0.70293 2.96189 0.75498
H 0.25885 0.17948 -1.30755
H -1.34283 -1.40586 -2.29727
H -3.74130 -1.28253 -1.70608
H -2.91376 2.01289 0.88958
H 1.82428 -0.54384 2.57783
H 0.13148 -0.19670 2.22668
H -0.03761 -1.96684 0.67082
H 0.96047 -2.63310 1.95568
H 2.44301 -3.20791 0.29196
H 1.60191 -2.20849 -0.88502
H 3.89262 -1.39003 -0.64904
H 3.69783 -1.25219 1.10342
*
```

As for the structure (SMILES): O=C(O)C1=C(C(=O)Nc2cccc(C(F)(F)F)c2)CCCC1. The value obtained for the frontier orbital gap is 0.3427 Eh. Its LUMO energy is 0.29 eV. The energy is -31568.7142 eV. The energy above the lowest of the compared OMol25 structures with the same formula, charge and spin is 0.00 kJ/mol.

***

[6]
Below is one molecule with the formula C15H14FN5O2S in a non-equilibrium geometry, with properties calculated with ωB97M-V with the def2-TZVPD basis set.

Geometry as ORCA input:
```
! RIJCOSX wB97M-V def2-TZVPD def2/J DEFGRID3
* xyz 0 1
C -3.89476 -4.16776 0.83668
C -2.62333 -3.54146 0.30343
S -2.73699 -1.71546 0.40559
C -1.14931 -1.34662 -0.16759
N -0.22646 -2.21179 -0.48390
N 0.84490 -1.52054 -0.90254
C 0.57681 -0.24703 -0.85096
C 1.53207 0.84024 -1.19149
C 2.85698 0.66995 -0.48886
C 3.54164 1.71114 0.02681
C 4.83427 1.50648 0.65139
O 5.53130 2.36314 1.14491
N 5.24537 0.17490 0.64603
C 4.56487 -0.91307 0.15178
O 4.98253 -2.04076 0.21600
N 3.35760 -0.59443 -0.43575
N -0.70188 -0.06237 -0.38350
C -1.41056 1.13725 -0.18824
C -1.99068 1.40269 1.04715
C -2.69103 2.57785 1.23863
C -2.79592 3.47353 0.18831
F -3.47329 4.61903 0.37241
C -2.22600 3.22394 -1.04810
C -1.53128 2.04420 -1.23620
H -3.81871 -5.25063 0.77259
H -4.75658 -3.84386 0.25728
H -4.05356 -3.89052 1.87638
H -2.45486 -3.78715 -0.74391
H -1.74821 -3.83055 0.88272
H 1.72223 0.81694 -2.27059
H 1.10452 1.81054 -0.93747
H 3.16684 2.71899 -0.00946
H 6.14233 -0.02102 1.07624
H 2.75506 -1.36110 -0.74943
H -1.89267 0.69034 1.85091
H -3.15062 2.80537 2.18664
H -2.33500 3.94139 -1.84535
H -1.09757 1.81819 -2.19854
*
```

As for the structure (SMILES): CCSc1nnc(Cc2cc(=O)[nH]c(=O)[nH]2)n1-c1ccc(F)cc1. The value obtained for the frontier orbital gap is 0.3354 Eh. Its LUMO energy is 0.23 eV. The energy is -40881.8703 eV. The energy above the lowest of the compared OMol25 structures with the same formula, charge and spin is 0.00 kJ/mol.